[1]
Computed, not measured: a structure of composition C17H31F3O2P2Pt at a distorted geometry, with ωB97M-V/def2-TZVPD.

The geometry in XYZ format:
```
56
Properties=species:S:1:pos:R:3:mulliken_charge:R:1
P -0.430 1.255 2.227 0.80
P -0.969 -3.185 -1.398 1.09
C -0.746 -0.451 -0.236 -0.65
C -0.916 -1.334 -1.491 -0.71
H -1.736 0.002 -0.032 0.58
H -0.491 -1.078 0.644 -0.01
H -1.868 -1.037 -1.967 0.41
H -0.133 -1.101 -2.227 0.52
C 0.618 -3.752 -1.976 -1.28
H 0.754 -4.812 -1.732 0.41
H 1.423 -3.182 -1.494 0.32
H 0.691 -3.618 -3.062 0.46
C -2.333 -3.952 -2.223 -1.14
H -2.179 -3.871 -3.309 0.45
H -3.282 -3.463 -1.962 0.44
H -2.370 -5.022 -1.967 0.39
C 0.562 2.120 3.495 -1.45
H 0.096 1.991 4.483 0.50
H 0.618 3.190 3.264 0.38
H 1.576 1.700 3.518 0.44
C -2.060 2.076 2.259 -1.23
H -2.760 1.521 1.624 0.34
H -1.947 3.092 1.867 0.36
H -2.454 2.122 3.284 0.45
Pt 0.507 1.320 -0.012 -0.01
C 1.001 1.395 -2.046 -0.46
C 1.904 0.509 -1.361 0.01
C 3.297 0.909 -0.957 -1.00
C 3.369 2.231 -0.154 -0.93
C 2.070 2.559 0.564 -0.16
C 1.007 3.332 -0.045 -0.01
C 1.140 3.872 -1.451 -1.02
C 1.424 2.775 -2.507 -0.78
C -0.720 -0.374 2.999 -1.20
H 0.263 0.907 -2.697 0.47
H 1.781 -0.557 -1.583 0.18
H 3.974 0.929 -1.818 0.40
H 3.671 0.101 -0.318 0.41
H 4.159 2.121 0.602 0.43
H 3.680 3.066 -0.797 0.31
H 2.166 2.683 1.651 0.50
H 0.421 3.944 0.654 0.59
H 1.899 4.662 -1.499 0.40
H 0.181 4.340 -1.713 0.38
H 0.846 3.028 -3.405 0.40
H 2.481 2.787 -2.812 0.32
H -1.672 -0.804 2.662 0.20
H -0.747 -0.263 4.090 0.60
H 0.088 -1.076 2.760 0.37
F -3.736 -4.341 0.416 -0.23
C -3.162 -3.261 1.022 0.87
F -3.408 -2.185 0.201 -0.20
F -3.810 -3.037 2.178 -0.22
C -1.663 -3.505 1.271 0.38
O -1.190 -3.639 2.366 -0.41
O -0.885 -3.640 0.149 -0.46
```

## Properties
Total charge   +2
Energy   -1917.63646 hartree
<S²>   6.014
Kohn-Sham gap (alpha / beta)   5.137 / 5.811 eV
Energy above the lowest of the compared OMol25 structures with the same formula, charge and spin   0.000 eV
HOMO energy (alpha / beta)   -10.81 / -16.02 eV
Spin multiplicity   5

---

[2]
Computed, not measured: a structure of composition C37H25F3NS6SbTeV at a distorted geometry, with ωB97M-V/def2-TZVPD.

The geometry in XYZ format:
```
75
Properties=species:S:1:pos:R:3:mulliken_charge:R:1
V 0.531 -0.296 0.041 0.08
S -4.339 -4.358 3.832 -0.32
C -3.239 -3.435 2.992 0.12
S -2.800 -3.713 1.360 -0.17
C -1.647 -2.418 1.159 -0.02
C -1.461 -1.647 2.249 0.21
S -0.422 -0.249 2.276 -0.27
S -2.403 -2.096 3.647 -0.11
S -0.852 -2.143 -0.366 -0.55
F -5.257 7.267 -0.842 -0.37
C -4.542 6.154 -0.542 0.40
C -5.129 4.922 -0.726 -0.58
C -4.389 3.784 -0.407 -0.45
C -3.085 3.864 0.101 -0.17
C -2.532 5.143 0.245 -0.35
C -3.258 6.297 -0.069 -0.60
Sb -1.933 2.001 0.368 1.07
C -3.583 1.130 1.434 0.35
C -4.281 1.743 2.476 0.06
C -5.339 1.102 3.114 -0.89
C -5.691 -0.163 2.691 0.52
F -6.727 -0.782 3.303 -0.37
C -5.037 -0.809 1.668 -0.70
C -3.974 -0.152 1.042 -0.65
C -0.748 3.043 1.847 0.13
C -1.272 3.737 2.938 -0.04
C -0.446 4.370 3.861 -0.95
C 0.919 4.299 3.677 0.47
F 1.724 4.916 4.576 -0.38
C 1.486 3.634 2.618 -0.76
C 0.639 3.014 1.703 -0.28
H -6.141 4.861 -1.113 0.42
H -4.851 2.807 -0.546 0.38
H -1.517 5.252 0.616 0.42
H -2.835 7.288 0.049 0.42
H -4.021 2.745 2.793 0.10
H -5.880 1.569 3.930 0.43
H -5.331 -1.814 1.384 0.47
H -3.435 -0.665 0.250 0.42
H -2.344 3.802 3.083 0.08
H -0.848 4.905 4.714 0.43
H 2.564 3.574 2.517 0.44
H 1.090 2.474 0.883 0.23
C -1.423 2.875 -3.143 -0.23
C -1.725 1.534 -3.384 -0.90
C -0.854 0.528 -2.996 0.46
C 0.337 0.828 -2.321 -0.30
C 0.644 2.178 -2.121 0.04
C -0.226 3.190 -2.520 -0.43
N 1.176 -0.182 -1.808 0.39
C 1.720 -1.093 -2.715 -0.02
C 1.847 -0.814 -4.097 -0.44
C 2.427 -1.727 -4.974 -0.55
C 2.913 -2.949 -4.517 -0.53
C 2.798 -3.231 -3.155 -0.80
C 2.211 -2.335 -2.275 -0.35
H -2.113 3.658 -3.440 0.34
H -2.660 1.273 -3.870 0.33
H -1.092 -0.513 -3.172 0.46
H 1.588 2.413 -1.643 0.40
H 0.036 4.228 -2.341 0.32
H 1.494 0.139 -4.473 0.33
H 2.497 -1.478 -6.031 0.32
H 3.367 -3.660 -5.200 0.36
H 3.176 -4.174 -2.768 0.37
H 2.115 -2.580 -1.227 0.39
Te 2.776 -0.494 1.379 -0.18
C 4.442 -0.262 0.074 0.01
C 5.006 0.901 -0.386 -0.31
C 6.160 0.706 -1.213 -0.58
C 6.472 -0.613 -1.367 -0.44
S 5.350 -1.592 -0.522 -0.16
H 4.600 1.875 -0.139 0.37
H 6.721 1.513 -1.671 0.33
H 7.276 -1.057 -1.943 0.36
```

## Properties
Total charge   -2
Energy   -5620.82054 hartree
<S²>   3.768
Kohn-Sham gap (alpha / beta)   5.415 / 6.014 eV
Energy above the lowest of the compared OMol25 structures with the same formula, charge and spin   0.742 eV
HOMO energy (alpha / beta)   -1.40 / -2.01 eV
Spin multiplicity   4

---

[3]
Computed, not measured: a cluster of 10 separate species, C3H25NO11 in total at a distorted geometry, with ωB97M-V/def2-TZVPD.

The geometry in XYZ format:
```
40
Properties=species:S:1:pos:R:3:mulliken_charge:R:1
C -0.766 0.829 1.540 -1.11
C -1.166 -0.490 0.847 -0.39
N -0.079 -1.194 0.142 0.01
C 0.958 -1.498 0.974 0.63
O 0.866 -1.727 2.157 -0.68
O 2.154 -1.670 0.365 -0.45
H -0.725 0.610 2.611 0.35
H 0.207 1.211 1.242 0.07
H -1.569 1.564 1.476 0.39
H -1.542 -1.189 1.585 0.43
H -2.001 -0.291 0.190 0.24
H 0.050 -0.828 -0.796 0.34
H 2.101 -1.495 -0.589 0.32
O 2.401 1.685 3.720 -0.66
H 2.814 2.476 3.365 0.31
H 2.827 0.913 3.299 0.41
O 1.967 3.556 -0.496 -0.66
H 1.287 4.119 -0.099 0.33
H 1.803 2.716 -0.048 0.33
O 3.352 -0.881 3.227 -0.75
H 2.726 -1.462 2.749 0.34
H 3.077 -0.950 4.148 0.31
O -0.144 2.705 -3.285 -0.64
H 0.133 1.843 -2.935 0.30
H 0.261 3.397 -2.752 0.34
O -0.850 0.142 -2.318 -0.72
H -1.645 0.674 -2.132 0.40
H -1.133 -0.326 -3.121 0.27
O 2.389 -0.631 -2.272 -0.61
H 3.210 -0.970 -2.651 0.28
H 2.325 0.234 -2.695 0.28
O -3.757 0.984 -1.106 -0.61
H -4.192 0.281 -1.608 0.36
H -4.034 1.806 -1.531 0.30
O -1.504 -4.195 0.790 -0.65
H -0.811 -3.963 1.425 0.33
H -1.525 -3.381 0.268 0.33
O -3.288 -1.536 -2.273 -0.74
H -2.531 -1.060 -1.904 0.28
H -3.647 -2.009 -1.511 0.38
```

## Properties
Energy   -1011.72983 hartree
Kohn-Sham gap   10.206 eV
Energy above the lowest of the compared OMol25 structures with the same formula, charge and spin   1.589 eV
SMILES string   CCNC(=O)O.O.O.O.O.O.O.O.O.O
HOMO energy   -10.37 eV

---

[4]
Computed, not measured: a structure of composition C8H29HgN2O10 at a distorted geometry, with ωB97M-V/def2-TZVPD.

The geometry in XYZ format:
```
50
Properties=species:S:1:pos:R:3:mulliken_charge:R:1
Hg -3.212 3.994 -1.330 1.08
C -0.914 1.433 -0.136 0.26
O -1.612 2.215 -1.090 -0.31
H -1.571 1.141 0.683 0.12
H -0.417 0.610 -0.650 -0.13
H -0.087 2.047 0.221 -0.04
C 1.472 -2.547 0.006 -0.13
C 2.854 -3.297 -0.253 -0.47
O 3.776 -2.359 -0.669 -0.64
O 0.566 -2.607 -1.111 -0.51
H 1.547 -1.471 0.169 0.03
H 1.010 -2.959 0.902 0.48
H 2.792 -4.144 -0.937 0.33
H 3.304 -3.782 0.613 0.34
H 3.942 -1.759 0.062 0.26
H -0.342 -2.603 -0.800 0.26
C 0.807 0.566 -3.479 -0.39
C 2.101 0.268 -2.677 0.48
O 2.376 -1.108 -2.897 -0.58
O 0.411 1.877 -3.224 -0.48
H -0.035 -0.027 -3.120 0.15
H 0.805 0.372 -4.551 0.33
H 2.049 0.468 -1.607 -0.34
H 2.942 0.890 -2.981 0.36
H 2.587 -1.548 -2.070 0.30
H -0.360 1.734 -2.671 0.15
C -3.713 -0.325 2.493 -0.01
C -5.016 -0.928 3.010 -0.69
O -5.301 -0.590 4.357 -0.51
O -3.782 1.013 2.373 -0.51
H -3.610 -0.723 1.484 0.18
H -2.855 -0.684 3.061 0.25
H -5.018 -2.003 2.829 0.36
H -5.909 -0.605 2.476 0.31
H -5.477 0.352 4.406 0.30
H -3.718 1.150 1.425 0.32
C 3.283 0.229 1.739 0.62
O 3.730 -0.863 1.932 -0.67
N 2.228 0.743 2.381 -0.36
N 3.629 0.922 0.669 -0.30
H 1.968 1.652 2.028 0.15
H 2.099 0.478 3.347 0.24
H 4.336 0.546 0.054 0.22
H 3.420 1.902 0.542 0.16
O 0.670 4.649 -0.766 -0.61
H 0.721 5.108 0.072 0.33
H 0.327 3.783 -0.545 0.31
O -3.255 -0.932 -2.097 -0.63
H -2.429 -0.474 -1.941 0.32
H -3.117 -1.805 -1.729 0.31
```

## Properties
Total charge   +1
Energy   -1337.00606 hartree
Kohn-Sham gap   2.058 eV
HOMO energy   -11.78 eV

---

[5]
Computed, not measured: a cluster of 2 separate species, C2H6N3 in total at a distorted geometry, with ωB97M-V/def2-TZVPD.

The geometry in XYZ format:
```
11
Properties=species:S:1:pos:R:3:mulliken_charge:R:1
C 0.979 0.530 0.003 0.10
C -1.145 -0.712 -0.393 -0.81
N 2.242 0.410 0.737 -0.21
N 1.920 -0.502 -0.017 -0.10
N -0.361 0.277 0.527 -0.20
H 1.132 1.804 -1.177 0.36
H -1.195 -0.121 -1.311 0.38
H -0.420 -1.465 -0.573 0.36
H -2.017 -1.065 0.173 0.35
H -0.158 -0.233 1.399 0.41
H -0.977 1.077 0.632 0.35
```

## Properties
Total charge   +1
Energy   -243.60417 hartree
Kohn-Sham gap   10.832 eV
Energy above the lowest of the compared OMol25 structures with the same formula, charge and spin   6.280 eV
HOMO energy   -15.83 eV